Record 1
ORCA calculation (ωB97M-V/def2-TZVPD) on C16H17NO5S in the gas phase.

frontier orbital gap: 9.826 eV
strongest force on any atom: 0.0153 Eh/bohr
structure (SMILES): O=C(O)COc1ccc(S(=O)(=O)NCCc2ccccc2)cc1
E_HOMO: -0.346 Eh
E_LUMO: 0.015 hartree

Each line ends with the Löwdin charge.
Geometry (Å):
O -6.262 -1.879 -1.261  0.13
C -5.875 -1.301 -0.291  -0.53
O -5.279 -1.907 0.735  0.14
C -6.037 0.216 -0.092  -0.09
O -5.093 0.734 0.821  -0.06
C -3.809 0.940 0.387  -0.25
C -3.311 0.495 -0.833  0.01
C -1.989 0.754 -1.160  -0.04
C -1.183 1.439 -0.277  -0.28
S 0.532 1.728 -0.675  0.65
O 0.738 1.474 -2.074  -0.29
O 0.949 2.984 -0.129  -0.29
N 1.253 0.538 0.259  -0.12
C 1.266 -0.778 -0.351  -0.24
C 2.232 -1.711 0.386  -0.13
C 3.638 -1.193 0.271  -0.25
C 4.206 -0.444 1.294  -0.06
C 5.480 0.083 1.158  -0.08
C 6.199 -0.132 -0.004  -0.09
C 5.641 -0.878 -1.029  -0.08
C 4.369 -1.403 -0.892  -0.04
C -1.666 1.877 0.942  -0.04
C -2.981 1.629 1.277  0.02
H -5.036 -1.262 1.422  0.12
H -7.017 0.389 0.367  0.15
H -6.011 0.728 -1.058  0.14
H -3.928 -0.054 -1.527  0.12
H -1.576 0.435 -2.104  0.12
H 2.182 0.840 0.524  0.09
H 1.550 -0.702 -1.409  0.11
H 0.244 -1.167 -0.295  0.12
H 2.156 -2.705 -0.057  0.12
H 1.935 -1.771 1.435  0.12
H 3.651 -0.280 2.207  0.11
H 5.909 0.663 1.962  0.10
H 7.191 0.280 -0.112  0.10
H 6.199 -1.050 -1.938  0.10
H 3.936 -1.984 -1.694  0.12
H -1.006 2.415 1.601  0.12
H -3.397 1.962 2.214  0.12



Record 2
ORCA calculation (ωB97M-V/def2-TZVPD) on a molecular structure, C31H33ClN2O2Si2Zn.

frontier orbital gap (spin up / spin down): 4.908 / 4.911 eV
strongest force on any atom: 0.1608 Eh/bohr
E_HOMO (spin up / spin down): -0.199 / -0.199 Eh
E_LUMO (spin up / spin down): -0.019 / -0.019 hartree

Each line ends with the Löwdin charge.
Geometry (Å):
C -2.085 -0.758 4.751  -0.16
C -2.678 -0.142 3.613  -0.16
C -2.598 -1.052 2.521  -0.20
H -3.181 0.827 3.600  0.09
C -1.957 -2.266 3.003  -0.22
C -1.629 -2.042 4.387  -0.15
H -1.195 -2.787 5.054  0.10
H -2.052 -0.336 5.756  0.09
H -3.112 -0.949 1.566  0.09
H -1.972 -3.236 2.499  0.10
Zn -0.345 -1.347 1.906  0.64
Si 1.830 2.732 -0.004  0.22
C 0.315 3.681 -0.483  -0.40
C 0.417 4.639 -1.512  -0.13
H 1.390 4.828 -1.973  0.09
C -0.718 5.320 -1.952  -0.10
H -0.632 6.052 -2.758  0.10
C -1.968 5.051 -1.381  -0.11
H -2.857 5.572 -1.742  0.10
C -2.074 4.114 -0.348  -0.10
H -3.048 3.900 0.099  0.10
C -0.939 3.449 0.124  -0.13
H -1.026 2.759 0.968  0.09
C 0.536 -0.166 0.211  -0.24
C -0.923 -0.297 0.165  -0.20
H -1.551 0.590 0.194  0.13
C -1.429 -1.571 -0.387  -0.23
H -2.426 -1.626 -0.836  0.15
C -0.747 -2.759 0.112  -0.10
H -1.257 -3.724 0.129  0.14
C 0.629 -2.633 0.410  -0.13
H 1.236 -3.483 0.724  0.14
C 1.287 -1.393 0.011  -0.21
H 2.362 -1.345 -0.181  0.14
H 1.059 0.866 0.177  -0.04
Si 0.041 -1.082 -1.364  0.50
C 0.520 -2.329 -2.749  -0.22
C -0.364 -2.505 -3.818  -0.09
H -1.294 -1.932 -3.869  0.11
C -0.060 -3.401 -4.851  -0.08
H -0.754 -3.530 -5.682  0.10
C 1.139 -4.125 -4.815  -0.09
H 1.386 -4.814 -5.625  0.10
C 2.019 -3.960 -3.740  -0.09
H 2.951 -4.524 -3.703  0.10
C 1.705 -3.070 -2.703  -0.09
H 2.408 -2.966 -1.873  0.09
C -0.150 0.397 -2.591  -0.22
C -1.363 1.068 -2.712  -0.09
H -2.256 0.741 -2.173  0.11
C -1.451 2.182 -3.554  -0.09
H -2.395 2.723 -3.634  0.10
C -0.335 2.616 -4.271  -0.09
H -0.408 3.494 -4.914  0.11
C 0.880 1.936 -4.145  -0.08
H 1.759 2.277 -4.691  0.10
C 0.966 0.817 -3.308  -0.09
H 1.914 0.274 -3.227  0.11
H 2.935 2.963 -0.833  -0.13
Cl 2.290 3.171 1.961  0.16
C 2.839 -1.030 5.973  -0.03
O 2.423 -1.979 4.951  0.02
C 1.600 -1.523 4.022  -0.52
O 1.048 -2.307 3.207  0.03
N 1.368 -0.193 4.032  0.07
N 0.472 0.329 3.028  0.09
H 1.982 -0.518 6.439  0.11
H 3.557 -0.297 5.572  0.10
H 3.336 -1.655 6.715  0.10
H 1.993 0.446 4.528  0.14
H -0.320 0.780 3.497  0.10
H 0.959 1.062 2.496  0.03